Arrangement P

C6H18N2O | ωB97M-V with the def2-TZVPD basis set

CARTESIAN COORDINATES (ANGSTROEM)
C 0.038 -0.746 1.536
C -0.783 -1.988 1.915
C 1.202 -0.549 2.510
N 0.607 -0.880 0.178
N -0.839 0.408 1.606
H -0.296 1.257 1.479
H -1.500 0.370 0.832
H 1.254 -1.658 0.117
H -0.137 -1.031 -0.509
H -1.211 -1.862 2.908
H 1.840 -1.432 2.529
H -1.601 -2.124 1.206
H -0.158 -2.881 1.906
H 0.818 -0.368 3.511
H 1.808 0.301 2.200
C 0.551 1.317 -1.452
C -1.974 1.245 -2.062
C 1.559 0.596 -2.301
O -0.909 0.495 -1.590
H 0.229 2.255 -1.907
H 0.915 1.621 -0.472
H -2.515 1.757 -1.251
H -2.648 0.571 -2.599
H -1.680 2.053 -2.759
H 1.988 -0.241 -1.757
H 1.082 0.224 -3.202
H 2.358 1.290 -2.575

Summary:
net charge	0
spin multiplicity	1
SMILES	CC(C)(N)N.CCOC
HOMO-LUMO gap	9.943	eV

***

Arrangement Q

C6H18N2O | ωB97M-V with the def2-TZVPD basis set

CARTESIAN COORDINATES (ANGSTROEM)
C 1.777 -0.026 0.865
N 2.158 -0.437 -0.500
C 1.779 -1.791 -0.966
C 0.538 -1.861 -1.862
C 0.532 0.875 1.004
C -0.788 0.116 1.108
C -2.002 1.041 1.052
N -1.995 1.980 2.169
H 1.663 -0.904 1.503
H 2.635 0.504 1.288
H 1.894 0.277 -1.176
H 1.645 -2.440 -0.107
H 2.652 -2.118 -1.540
H 0.670 -1.329 -2.803
H 0.326 -2.906 -2.103
H -0.329 -1.501 -1.330
H 0.499 1.564 0.151
H 0.638 1.513 1.882
H -0.787 -0.470 2.035
H -0.870 -0.599 0.300
H -1.978 1.577 0.105
H -2.909 0.419 1.020
H -2.175 1.499 3.036
H -2.654 2.731 2.025
H -0.452 0.745 -1.799
H -1.199 0.590 -3.122
O -1.269 0.952 -2.235

Summary:
net charge	0
spin multiplicity	1
SMILES	CCNCCCCN.O
HOMO-LUMO gap	9.307	eV

***

Stability ranking, top entry: arrangement Q; the second entry is 0.921 eV less favorable.

***

Arrangement P

CH4ClN2O | ωB97M-V with the def2-TZVPD basis set

CARTESIAN COORDINATES (ANGSTROEM)
C 1.457 0.271 0.475
N 2.022 0.496 1.484
N 0.886 0.366 -0.620
O -1.455 -0.752 -0.232
Cl -2.821 -0.611 -1.132
H 2.655 0.009 2.133
H -3.807 -0.434 -0.094
H 1.144 0.880 -1.439
H -0.082 -0.225 -0.573

Summary:
net charge	+1
spin multiplicity	1
HOMO-LUMO gap	10.463	eV

***

Arrangement Q

CH4ClN2O | ωB97M-V with the def2-TZVPD basis set

CARTESIAN COORDINATES (ANGSTROEM)
C -0.052 0.602 -0.684
N 0.163 -0.652 -0.805
N -0.021 1.377 0.407
O 0.332 -1.310 0.383
Cl -0.670 1.177 -2.751
H 0.554 -0.978 -1.702
H 0.113 0.862 1.241
H -0.521 2.251 0.466
H -0.499 -1.383 0.868

Summary:
net charge	+1
spin multiplicity	1
HOMO-LUMO gap	9.464	eV

***

Stability ranking, top entry: arrangement Q; the second entry is 1.203 eV less favorable.

***

Arrangement P

C5H16O2 | ωB97M-V with the def2-TZVPD basis set

CARTESIAN COORDINATES (ANGSTROEM)
C 0.519 1.398 2.598
C 0.341 0.068 1.873
C 0.069 0.174 0.363
C -1.261 -0.378 -0.173
C -1.766 0.106 -1.531
H 1.332 1.321 3.317
H -0.485 1.811 2.858
H 0.824 2.128 1.798
H -0.379 -0.670 2.331
H 1.381 -0.396 1.901
H -0.085 1.266 0.163
H 0.898 -0.143 -0.365
H -1.288 -1.474 -0.288
H -2.046 -0.049 0.476
H -1.730 1.249 -1.468
H -1.105 0.061 -2.441
H -2.807 -0.174 -1.692
H 5.771 2.596 -3.849
H 6.070 3.525 -2.781
O 6.298 2.614 -3.034
H -2.817 -5.124 0.337
H -4.118 -5.254 -0.477
O -3.615 -4.653 0.082

Summary:
net charge	0
spin multiplicity	1
SMILES	CCCCC.O.O
HOMO-LUMO gap	11.542	eV

***

Arrangement Q

C5H16O2 | ωB97M-V with the def2-TZVPD basis set

CARTESIAN COORDINATES (ANGSTROEM)
C -1.396 -0.152 -1.931
C -0.140 0.696 -2.093
C 0.832 0.796 -0.896
C 0.302 0.228 0.459
C -0.793 1.205 0.999
H -1.866 -0.305 -2.903
H -2.127 0.334 -1.292
H -1.177 -1.153 -1.549
H -0.414 1.699 -2.372
H 0.435 0.326 -2.944
H 1.832 0.435 -1.126
H 0.972 1.855 -0.670
H -0.079 -0.772 0.269
H 1.131 0.261 1.150
H -1.516 0.630 1.581
H -0.275 1.876 1.690
H -1.157 1.847 0.210
H 0.286 -4.880 -0.562
H 0.438 -3.567 0.198
O 0.793 -4.467 0.157
H 1.991 0.674 3.871
H 0.882 1.668 3.717
O 1.045 0.766 4.038

Summary:
net charge	0
spin multiplicity	1
SMILES	CCCCC.O.O
HOMO-LUMO gap	11.669	eV

***

Stability ranking, top entry: arrangement Q; the second entry is 0.668 eV less favorable.

***

Arrangement P

C6H19BCsN | ωB97M-V with the def2-TZVPD basis set

CARTESIAN COORDINATES (ANGSTROEM)
Cs 3.284 -0.576 0.311
B 5.716 0.875 -3.735
H 6.299 1.029 -4.630
H 6.122 0.022 -3.215
H 5.780 1.794 -3.174
H 4.695 0.685 -4.027
C -1.475 -2.641 1.201
C -1.955 -1.438 0.381
N -1.393 -0.190 0.819
C -1.683 0.939 -0.119
C -1.179 0.704 -1.554
C -1.709 0.155 2.240
C -0.798 1.222 2.949
H -2.119 -3.503 1.023
H -1.461 -2.404 2.265
H -0.470 -2.896 0.864
H -1.654 -1.588 -0.655
H -3.040 -1.335 0.388
H -2.742 1.197 -0.156
H -1.166 1.864 0.135
H -1.891 0.151 -2.166
H -0.789 1.536 -2.140
H -0.318 0.041 -1.477
H -1.640 -0.679 2.938
H -2.689 0.632 2.277
H 0.222 0.840 2.994
H -1.168 1.455 3.948
H -0.776 2.108 2.314

Summary:
net charge	0
spin multiplicity	1
HOMO-LUMO gap	5.576	eV

***

Arrangement Q

C6H19BCsN | ωB97M-V with the def2-TZVPD basis set

CARTESIAN COORDINATES (ANGSTROEM)
Cs -9.164 -12.923 17.363
B -11.743 -18.009 17.064
H -12.254 -18.949 16.930
H -12.267 -17.443 17.818
H -10.704 -18.114 17.337
H -11.813 -17.462 16.136
C -7.424 -7.477 20.220
C -8.064 -6.276 19.489
N -9.334 -6.597 18.751
C -9.707 -5.622 17.716
C -8.680 -5.438 16.601
C -10.490 -6.801 19.643
C -11.702 -7.378 18.948
H -6.353 -7.296 20.313
H -7.470 -8.413 19.663
H -7.795 -7.641 21.232
H -8.274 -5.460 20.180
H -7.278 -5.915 18.826
H -10.609 -5.793 17.128
H -9.846 -4.731 18.328
H -7.644 -5.499 16.935
H -8.776 -6.207 15.834
H -8.828 -4.487 16.090
H -10.662 -5.888 20.212
H -10.259 -7.517 20.432
H -12.017 -6.868 18.037
H -12.553 -7.450 19.625
H -11.482 -8.402 18.646

Summary:
net charge	0
spin multiplicity	1
HOMO-LUMO gap	4.823	eV

***

Stability ranking, top entry: arrangement P; the second entry is 0.567 eV less favorable.

***

Arrangement P

C5H10N5 | ωB97M-V with the def2-TZVPD basis set

CARTESIAN COORDINATES (ANGSTROEM)
C 0.306 0.800 0.371
C -0.011 -0.942 -1.435
C 0.568 2.756 1.935
C 0.725 2.154 0.712
C 0.245 0.506 -1.123
N 0.011 -0.110 1.276
N -0.138 -1.834 -0.499
N 0.177 -1.366 -2.653
N -1.384 -1.945 1.523
N -0.165 -1.469 0.851
H 0.574 3.839 2.098
H 0.029 2.092 2.687
H 1.466 2.594 0.015
H -0.529 1.273 -1.525
H 1.196 0.860 -1.580
H 0.256 -0.786 -3.445
H -0.227 -2.251 -3.138
H -2.121 -1.312 1.542
H -1.651 -2.782 1.122
H 0.674 -2.077 1.266

Summary:
net charge	+1
spin multiplicity	1
SMILES	C=CC1=N[N@@H+](N)N=C(N)C1
HOMO-LUMO gap	9.670	eV

***

Arrangement Q

C5H10N5 | ωB97M-V with the def2-TZVPD basis set

CARTESIAN COORDINATES (ANGSTROEM)
C 2.316 -1.101 -0.001
C 1.097 -1.735 -0.125
C 1.359 0.983 0.006
C 0.036 0.328 -0.112
C -1.307 -1.661 -0.394
N 2.423 0.246 0.062
N -0.053 -0.982 -0.168
N 1.511 2.270 0.179
N -2.284 0.738 0.611
N -1.083 1.215 -0.033
H 3.321 -1.581 -0.008
H 0.901 -2.845 -0.164
H -2.153 -1.162 0.055
H -1.479 -1.720 -1.467
H -1.204 -2.689 -0.035
H 0.794 3.083 0.028
H 2.376 2.485 0.418
H -3.047 0.734 0.012
H -2.647 1.284 1.475
H -0.878 2.109 -0.339

Summary:
net charge	+1
spin multiplicity	1
SMILES	Cn1ccnc(N)/c1=[NH+]/N
HOMO-LUMO gap	8.582	eV

***

Arrangement R

C5H10N5 | ωB97M-V with the def2-TZVPD basis set

CARTESIAN COORDINATES (ANGSTROEM)
C -0.443 -1.324 -1.262
C -0.535 -0.252 -0.346
C -1.858 0.222 -0.477
C 0.861 0.321 0.521
C -2.595 1.291 0.242
N -1.585 -1.503 -1.862
N 0.836 0.846 1.652
N -2.427 -0.534 -1.369
N 2.117 -0.006 -0.159
N 3.180 -0.416 0.763
H 0.289 -2.090 -1.153
H -2.540 1.180 1.339
H -1.986 2.267 -0.052
H -3.667 1.400 -0.063
H 1.695 1.214 1.936
H -3.362 -0.593 -1.691
H 1.988 -0.580 -1.095
H 3.145 -1.404 0.948
H 2.704 0.110 1.590
H 4.183 -0.150 0.537

Summary:
net charge	+1
spin multiplicity	1
SMILES	[H]/N=C(\N[NH3+])c1cn[nH]c1C
HOMO-LUMO gap	8.584	eV

***

Stability ranking, top entry: arrangement Q; the second entry is 2.148 eV less favorable.

***

Arrangement P

C17H25N3O3S | ωB97M-V with the def2-TZVPD basis set

CARTESIAN COORDINATES (ANGSTROEM)
O -0.670 -0.575 -0.682
S 0.135 3.147 1.951
O 2.863 -4.056 -0.581
O 2.474 -4.175 -2.737
C 0.302 -0.788 0.007
C -1.021 2.220 1.210
C -2.636 5.933 -2.327
C -2.340 6.025 -0.995
C -2.329 4.695 -2.858
C -2.108 4.897 -0.217
C -1.976 3.505 -2.055
C -1.835 3.641 -0.733
N -1.491 2.416 0.024
N 1.152 -1.793 -0.357
N -0.907 0.893 1.725
C -1.093 -2.943 2.102
C 2.592 -2.929 -3.485
C 1.777 -3.936 -1.501
C 2.150 -1.883 -2.582
C 0.930 -0.217 3.830
C -0.524 -1.927 3.069
C 1.171 -2.537 -1.668
C 0.322 0.067 1.365
C 0.566 -0.994 2.503
H 3.445 -4.741 -0.897
H -3.142 6.731 -2.759
H -2.522 6.946 -0.449
H -2.595 4.461 -3.894
H -2.141 4.963 0.913
H -1.840 2.603 -2.602
H -1.348 1.533 -0.458
H 1.890 -2.060 0.398
H -0.985 0.869 2.751
H -2.001 -2.578 1.450
H -1.436 -3.853 2.679
H -0.322 -3.355 1.546
H 1.844 -2.959 -4.314
H 3.592 -2.875 -3.773
H 1.012 -4.706 -1.430
H 3.042 -1.554 -2.074
H 1.721 -0.998 -3.066
H 1.608 0.551 3.591
H 0.045 0.249 4.232
H 1.424 -0.792 4.538
H -0.160 -2.464 3.845
H -1.384 -1.383 3.429
H 0.144 -2.521 -2.133
H 1.187 0.806 1.260
H 1.418 -1.560 2.207

Summary:
net charge	0
spin multiplicity	1
SMILES	CC[C@H](C)[C@H](NC(=S)Nc1ccccc1)C(=O)N[C@H]1CCO[C@H]1O
HOMO-LUMO gap	8.012	eV

***

Arrangement Q

C17H25N3O3S | ωB97M-V with the def2-TZVPD basis set

CARTESIAN COORDINATES (ANGSTROEM)
O -0.538 -2.189 3.547
O -2.242 1.654 3.356
S 3.331 1.473 -1.721
O 0.722 -1.348 -4.024
C -0.463 -1.050 3.997
C -1.226 2.087 3.886
C 1.721 1.545 -2.148
C -1.450 -2.995 -7.193
C -0.765 -1.784 -7.330
C -1.424 -3.678 -5.975
C -0.053 -1.264 -6.245
C -0.713 -3.151 -4.892
C -0.017 -1.935 -5.019
N -1.304 3.198 4.625
N 0.860 0.458 -2.000
N -0.010 -0.013 3.268
C -0.873 -0.817 5.440
C -0.218 3.875 5.333
C 0.616 -1.874 -2.693
C 1.329 -0.920 -1.741
C 0.346 -0.144 1.866
C 0.544 1.277 1.345
C 0.961 2.045 2.595
C 0.133 1.382 3.701
H 1.328 2.478 -2.539
H -2.001 -3.405 -8.034
H -0.780 -1.253 -8.277
H -1.954 -4.621 -5.870
H 0.488 -0.330 -6.350
H -0.708 -3.711 -3.964
H -2.229 3.600 4.680
H -0.056 0.553 -2.434
H -1.085 -1.780 5.903
H -1.774 -0.206 5.458
H -0.067 -0.327 5.980
H 0.550 4.200 4.628
H -0.609 4.754 5.848
H 0.228 3.208 6.072
H -0.436 -1.952 -2.398
H 1.070 -2.868 -2.631
H 2.406 -1.019 -1.909
H 1.127 -1.205 -0.705
H -0.442 -0.650 1.307
H 1.280 -0.702 1.787
H -0.399 1.669 0.961
H 1.322 1.318 0.587
H 2.022 1.877 2.785
H 0.759 3.113 2.498
H 0.691 1.426 4.636

Summary:
net charge	0
spin multiplicity	1
SMILES	CNC(=O)[C@@H]1CCCN1C(C)=O.S=CNCCOc1ccccc1
HOMO-LUMO gap	9.048	eV

***

Stability ranking, top entry: arrangement Q; the second entry is 3.791 eV less favorable.

***

Arrangement P

C31H28AuN2P | ωB97M-V with the def2-TZVPD basis set

CARTESIAN COORDINATES (ANGSTROEM)
Au 0.044 0.352 0.649
C -2.149 1.700 -2.986
C -1.780 3.030 -3.060
C -0.853 3.532 -2.160
C -0.305 2.695 -1.203
N -0.671 1.402 -1.146
C -1.567 0.916 -2.006
C 0.707 3.144 -0.224
C 1.275 4.408 -0.231
C 2.291 4.702 0.665
C 2.731 3.723 1.541
C 2.111 2.491 1.514
N 1.113 2.222 0.665
H -2.865 1.267 -3.670
H -2.207 3.678 -3.814
H -0.566 4.572 -2.218
H -1.816 -0.132 -1.907
H 0.950 5.155 -0.940
H 2.744 5.684 0.662
H 3.536 3.908 2.238
H 2.398 1.701 2.193
C 2.572 -1.218 2.826
C 2.228 -0.167 3.848
C 3.213 0.233 4.747
C 2.952 1.147 5.758
C 1.684 1.691 5.900
C 0.689 1.328 5.010
C 0.951 0.419 3.981
P -0.385 -0.101 2.897
C -1.837 0.943 3.128
C -1.584 2.317 2.958
C -2.610 3.236 3.011
C -3.907 2.787 3.228
C -4.156 1.435 3.391
C -3.145 0.476 3.344
C -3.510 -0.970 3.550
C -0.599 -1.858 2.938
C -0.498 -2.628 4.097
C -0.554 -4.003 3.988
C -0.682 -4.583 2.727
C -0.769 -3.803 1.586
C -0.741 -2.415 1.679
C -0.875 -1.531 0.475
H 3.651 -1.331 2.750
H 2.188 -0.990 1.829
H 2.155 -2.187 3.108
H 4.204 -0.195 4.659
H 3.742 1.424 6.445
H 1.466 2.384 6.700
H -0.303 1.743 5.123
H -0.566 2.657 2.796
H -2.403 4.291 2.896
H -4.726 3.493 3.278
H -5.172 1.103 3.569
H -4.580 -1.064 3.722
H -3.000 -1.393 4.415
H -3.260 -1.586 2.684
H -0.357 -2.154 5.063
H -0.474 -4.627 4.867
H -0.697 -5.661 2.640
H -0.854 -4.276 0.614
H -1.919 -1.334 0.215
H -0.391 -1.970 -0.401

Summary:
net charge	+2
spin multiplicity	1
HOMO-LUMO gap	7.719	eV

***

Arrangement Q

C31H28AuN2P | ωB97M-V with the def2-TZVPD basis set

CARTESIAN COORDINATES (ANGSTROEM)
Au -0.373 -0.425 -1.145
C -2.449 -1.315 -4.929
C -2.081 -0.243 -5.723
C -1.201 0.702 -5.218
C -0.704 0.555 -3.935
N -1.074 -0.491 -3.171
C -1.926 -1.399 -3.654
C 0.249 1.515 -3.323
C 0.816 2.559 -4.033
C 1.720 3.402 -3.405
C 2.045 3.174 -2.080
C 1.447 2.113 -1.428
N 0.564 1.309 -2.029
H -3.132 -2.074 -5.281
H -2.475 -0.137 -6.724
H -0.916 1.547 -5.826
H -2.195 -2.214 -2.998
H 0.571 2.716 -5.072
H 2.168 4.221 -3.952
H 2.751 3.798 -1.553
H 1.679 1.893 -0.394
C 2.880 -1.228 0.007
C 2.845 -0.089 0.989
C 4.040 0.501 1.384
C 4.070 1.546 2.297
C 2.892 2.038 2.839
C 1.684 1.481 2.457
C 1.653 0.422 1.543
P 0.069 -0.298 1.115
C -1.261 0.748 1.736
C -1.350 1.984 1.077
C -2.331 2.898 1.399
C -3.250 2.574 2.388
C -3.167 1.356 3.039
C -2.183 0.413 2.742
C -2.173 -0.866 3.537
C 0.027 -2.005 1.616
C 0.599 -2.503 2.783
C 0.456 -3.850 3.065
C -0.250 -4.671 2.189
C -0.800 -4.166 1.020
C -0.656 -2.816 0.721
C -1.218 -2.213 -0.540
H 3.861 -1.298 -0.457
H 2.145 -1.113 -0.796
H 2.673 -2.180 0.499
H 4.968 0.129 0.968
H 5.020 1.977 2.585
H 2.911 2.847 3.556
H 0.764 1.863 2.878
H -0.627 2.241 0.310
H -2.380 3.849 0.888
H -4.030 3.274 2.656
H -3.885 1.121 3.814
H -2.996 -0.860 4.247
H -1.250 -0.982 4.105
H -2.286 -1.749 2.907
H 1.153 -1.854 3.450
H 0.898 -4.266 3.960
H -0.355 -5.724 2.413
H -1.324 -4.825 0.338
H -2.294 -2.036 -0.463
H -1.029 -2.874 -1.388

Summary:
net charge	+2
spin multiplicity	1
HOMO-LUMO gap	8.079	eV

***

Stability ranking, top entry: arrangement Q; the second entry is 0.415 eV less favorable.